No. 1
Below is a cluster of 2 separate species, C4H8N2O2 in total, with properties calculated with ωB97M-V/def2-TZVPD.

```
! RIJCOSX wB97M-V def2-TZVPD def2/J DEFGRID3
* xyz 0 1
C 1.729 -1.389 0.041
C 0.384 -1.614 0.625
N -0.151 -0.752 1.445
O 0.215 0.444 1.597
H 2.505 -1.741 0.722
H 1.821 -1.931 -0.901
H 1.876 -0.317 -0.129
H -0.086 -2.582 0.566
H -1.052 -1.002 1.890
C -0.881 2.411 -0.513
N -1.413 1.182 -0.982
C -1.230 0.057 -1.337
O -1.428 -0.962 -1.875
H -0.291 2.923 -1.282
H -0.276 2.225 0.367
H -1.720 3.047 -0.235
*
```

Structure (SMILES) ... C/C=[NH+]\[O-].CN=C=O
Frontier orbital gap ... 0.3512 Eh
LUMO level ... 0.746 eV
Energy above the lowest of the compared OMol25 structures with the same formula, charge and spin ... 364.71 kJ/mol
DFT total energy ... -11350.3327 eV
HOMO level ... -0.324 Eh

Atomic partial charges in e from the Löwdin method, atoms 1 to 6:
1. C -0.06
2. C -0.15
3. N -0.17
4. O -0.13
5. H 0.09
6. H 0.08

---

No. 2
Below is a cluster of 2 separate species, C2 in total, with properties calculated with ωB97M-V/def2-TZVPD.

```
! RIJCOSX wB97M-V def2-TZVPD def2/J DEFGRID3
* xyz 0 1
C 0.416 -1.202 0.413
C -0.416 1.202 -0.413
*
```

Frontier orbital gap ... 0.2086 Eh
LUMO level ... -2.417 eV
Energy above the lowest of the compared OMol25 structures with the same formula, charge and spin ... 715.45 kJ/mol
DFT total energy ... -2057.3168 eV
HOMO level ... -0.297 Eh

The net atomic charges from Löwdin, expressed in e, are:
1. C 0.00
2. C 0.00

---

No. 3
Below is a structure of composition C44H47CaN3OP3Si, with properties calculated with ωB97M-V/def2-TZVPD.

```
! RIJCOSX wB97M-V def2-TZVPD def2/J DEFGRID3
* xyz 1 1
Ca 14.941 11.850 11.740
C 14.749 14.719 14.973
Si 15.432 14.177 13.294
C 15.053 15.716 12.262
C 15.656 16.950 12.470
C 15.255 18.063 11.769
C 14.191 18.127 10.932
C 13.604 16.900 10.668
C 14.070 15.716 11.222
P 13.476 14.122 10.624
C 13.689 14.193 8.823
C 14.508 15.120 8.128
C 14.785 14.933 6.739
C 14.250 13.831 6.063
C 13.459 12.934 6.730
C 13.238 13.057 8.088
C 11.620 14.109 10.828
C 10.699 14.146 9.787
C 9.336 14.116 10.011
C 8.862 14.119 11.332
C 9.729 14.111 12.428
C 11.089 14.019 12.144
C 17.341 14.139 13.365
C 18.071 14.174 14.513
C 19.500 14.188 14.507
C 20.176 14.300 13.284
C 19.443 14.188 12.116
C 18.024 14.014 12.128
P 17.095 13.508 10.659
C 17.662 11.691 10.400
C 16.895 11.004 9.432
C 16.825 9.607 9.468
C 17.600 8.879 10.403
C 18.457 9.551 11.259
C 18.459 10.932 11.272
C 17.761 14.490 9.250
C 17.848 15.889 9.505
C 18.240 16.783 8.554
C 18.664 16.375 7.296
C 18.547 15.021 6.955
C 18.126 14.097 7.958
H 14.828 15.775 15.061
H 15.467 14.196 15.654
H 13.753 14.339 15.160
H 16.494 17.173 13.250
H 15.694 19.000 12.089
H 13.785 19.054 10.530
H 12.753 16.863 10.023
H 14.931 15.954 8.625
H 15.415 15.576 6.172
H 14.415 13.742 4.986
H 12.970 12.134 6.193
H 12.585 12.406 8.608
H 11.057 14.186 8.774
H 8.588 14.206 9.213
H 7.790 14.239 11.424
H 9.290 14.092 13.447
H 11.805 13.971 12.975
H 17.587 14.337 15.429
H 19.977 14.359 15.465
H 21.218 14.522 13.311
H 20.044 14.148 11.178
H 16.168 11.525 8.836
H 16.073 8.994 8.971
H 17.417 7.808 10.510
H 19.030 9.006 12.019
H 19.157 11.509 11.889
H 17.639 16.225 10.507
H 18.386 17.894 8.769
H 19.013 17.152 6.631
H 18.718 14.649 5.928
H 18.141 13.065 7.749
C 10.421 7.944 12.944
N 10.959 8.567 11.649
C 11.072 7.535 10.676
N 9.946 6.677 10.427
C 9.571 6.119 11.736
N 9.254 7.148 12.817
C 7.997 7.863 12.428
P 8.198 8.850 10.905
C 9.938 9.538 11.273
C 8.797 7.494 9.867
H 10.251 8.826 13.582
H 11.248 7.306 13.303
H 12.999 9.281 12.398
H 11.850 6.834 11.040
H 11.345 8.055 9.768
H 10.368 5.377 12.109
H 8.651 5.525 11.614
H 7.731 8.479 13.247
H 7.230 7.095 12.362
H 9.841 10.268 12.127
H 10.247 9.933 10.318
H 8.947 7.756 8.859
H 7.959 6.782 9.872
C 13.175 10.258 13.978
O 13.703 9.897 12.700
H 12.175 10.634 13.779
H 13.703 11.091 14.376
H 13.136 9.464 14.710
*
```

Frontier orbital gap ... 0.2468 Eh
LUMO level ... -2.436 eV
Energy above the lowest of the compared OMol25 structures with the same formula, charge and spin ... 0.00 kJ/mol
DFT total energy ... -107084.4886 eV
HOMO level ... -0.336 Eh

Atomic partial charges in e from the Löwdin method, atoms 1 to 6:
1. Ca 1.06
2. C -0.22
3. Si 0.49
4. C -0.33
5. C -0.11
6. C -0.11

---

No. 4
Below is a structure of composition C6H17F3N5O, with properties calculated with ωB97M-V/def2-TZVPD.

```
! RIJCOSX wB97M-V def2-TZVPD def2/J DEFGRID3
* xyz 1 1
C -0.986 -2.581 -1.546
C 1.687 -0.512 2.016
C 2.908 0.099 -0.056
C -0.418 2.100 1.636
C -0.403 -0.277 -0.714
C -1.084 0.677 -1.764
N -0.989 3.039 0.894
N -2.047 -0.611 0.339
N 0.016 -1.569 -1.208
N 0.465 0.394 0.019
N 1.586 -0.404 0.493
O -1.016 1.227 2.133
F -1.952 1.576 -1.325
F -0.152 1.225 -2.475
F -1.811 -0.138 -2.612
H -2.032 -2.323 -1.154
H -1.235 -2.336 -2.631
H -0.589 -3.558 -1.488
H 2.188 -1.424 2.184
H 2.128 0.293 2.537
H 0.520 -0.626 2.226
H 3.259 -0.194 -1.037
H 2.970 1.122 -0.140
H 3.670 -0.096 0.693
H 0.665 2.347 1.804
H -0.527 3.978 0.706
H -1.976 2.990 0.551
H -3.002 -0.550 -0.095
H -2.076 -1.436 1.024
H 0.565 -1.285 -1.995
H 1.468 -1.410 0.134
H -1.800 0.261 0.849
*
```

Frontier orbital gap ... 0.3908 Eh
LUMO level ... -2.500 eV
Energy above the lowest of the compared OMol25 structures with the same formula, charge and spin ... 0.00 kJ/mol
DFT total energy ... -24138.9999 eV
HOMO level ... -0.483 Eh

Atomic partial charges in e from the Löwdin method, atoms 1 to 6:
1. C -0.07
2. C 0.03
3. C 0.02
4. C -0.52
5. C -0.33
6. C -0.58

---

HOMO level of number 4 (C6H17F3N5O)? -0.483 Eh

---

Among the records above, which one has the highest LUMO level? C4H8N2O2